Record 1
Molecular formula: C29H34O6
Method: DFT, ωB97M-V with the def2-TZVPD basis set

For the relative energy (zero: lowest compared OMol25 entry of this formula, charge and spin), the calculation gives 110.3 kJ/mol. The largest force on an atom comes out at 2.71 eV Å⁻¹. Its LUMO energy is -1.490 eV. The HOMO energy is -0.24209 hartree. The calculation puts the HOMO-LUMO gap at 0.187 Eh. As for the net charge: 0.

Geometry (Å):
C  2.150  -2.208  2.528
C  0.665  -2.032  2.469
O  0.437  -0.714  1.949
C  -0.884  -0.489  1.891
C  -1.317  0.868  1.524
C  -2.777  1.145  1.792
C  -3.694  0.193  1.021
C  -5.164  0.518  1.274
C  -5.500  0.495  2.767
C  -4.564  1.357  3.619
C  -3.090  1.093  3.302
C  -0.460  2.040  1.775
O  -0.918  3.183  1.778
O  0.852  1.805  1.912
C  1.616  3.018  2.124
C  3.036  2.584  2.341
O  -1.671  -1.421  2.119
H  2.373  -3.231  2.835
H  2.609  -2.028  1.551
H  2.602  -1.528  3.258
H  0.191  -2.760  1.800
H  0.214  -2.108  3.467
H  -2.962  2.168  1.436
H  -3.454  0.250  -0.051
H  -3.457  -0.825  1.355
H  -5.362  1.519  0.867
H  -5.792  -0.193  0.725
H  -6.537  0.812  2.920
H  -5.426  -0.541  3.123
H  -4.783  2.423  3.463
H  -4.734  1.147  4.683
H  -2.813  0.088  3.652
H  -2.438  1.812  3.816
H  1.512  3.659  1.236
H  1.215  3.542  3.005
H  3.667  3.466  2.474
H  3.119  1.962  3.241
H  3.409  2.015  1.481
C  4.011  -5.619  -4.861
O  2.705  -5.474  -4.238
C  2.269  -4.247  -3.858
C  1.015  -4.196  -3.187
C  0.553  -3.000  -2.673
C  1.317  -1.803  -2.790
C  0.936  -0.564  -2.168
O  1.726  0.480  -2.549
C  1.375  1.774  -2.223
C  0.271  2.016  -1.385
C  -0.080  3.378  -1.164
C  0.640  4.401  -1.750
C  1.744  4.109  -2.569
C  2.107  2.789  -2.829
C  -0.434  0.914  -0.853
C  -0.126  -0.369  -1.292
C  2.503  -1.860  -3.550
C  2.988  -3.045  -4.069
H  4.104  -6.695  -5.017
H  4.054  -5.094  -5.830
H  4.819  -5.263  -4.201
H  0.461  -5.124  -3.071
H  -0.411  -2.961  -2.159
H  -0.952  3.585  -0.539
H  0.346  5.438  -1.574
H  2.330  4.927  -2.995
H  2.938  2.539  -3.490
H  -1.387  1.114  -0.330
H  -0.710  -1.229  -0.973
H  3.088  -0.959  -3.716
H  3.930  -3.045  -4.617

These are the Löwdin partial charges, in e, on atoms 1 to 2: atom 1 (C): -0.07, atom 2 (C): -0.24

=====

Record 2
Molecular formula: C29H34O6PSn
Method: DFT, ωB97M-V with the def2-TZVPD basis set

For the relative energy (zero: lowest compared OMol25 entry of this formula, charge and spin), the calculation gives 48.4 kJ/mol. The largest force on an atom comes out at 3.51 eV Å⁻¹. Its LUMO energy is -2.449 eV. The HOMO energy is -0.33600 hartree. The calculation puts the HOMO-LUMO gap at 0.246 Eh. As for the net charge: +1.

Geometry (Å):
Sn  -9.705  -13.453  9.344
C  -11.619  -15.993  8.225
C  -12.692  -15.113  8.859
O  -12.017  -14.285  9.859
C  -12.932  -13.390  10.461
C  -12.146  -12.277  11.230
O  -11.043  -11.742  10.467
C  -11.208  -10.354  10.067
C  -9.846  -9.903  9.509
O  -9.258  -10.885  8.626
C  -9.018  -10.569  7.268
C  -9.985  -11.301  6.452
O  -9.848  -12.679  6.633
C  -10.968  -13.451  6.137
C  -10.609  -14.926  6.279
O  -10.504  -15.288  7.678
H  -12.134  -16.554  7.424
H  -11.273  -16.683  9.029
H  -13.496  -15.815  9.287
H  -13.145  -14.526  8.043
H  -13.552  -13.962  11.204
H  -13.617  -12.900  9.720
H  -11.823  -12.722  12.228
H  -12.755  -11.366  11.414
H  -11.443  -9.669  10.887
H  -11.980  -10.307  9.296
H  -9.165  -9.830  10.338
H  -9.879  -8.878  9.161
H  -7.983  -10.850  7.013
H  -9.038  -9.465  7.151
H  -9.868  -11.067  5.384
H  -11.098  -11.075  6.689
H  -11.191  -13.215  5.074
H  -11.885  -13.228  6.751
H  -9.661  -15.125  5.809
H  -11.301  -15.615  5.796
O  -10.231  -14.668  12.059
C  -9.254  -14.596  11.299
C  -7.956  -15.124  11.673
C  -7.783  -15.756  12.936
C  -6.565  -16.223  13.370
C  -5.451  -16.004  12.543
C  -5.570  -15.305  11.347
C  -6.849  -14.925  10.847
P  -7.008  -14.124  9.232
C  -6.189  -15.406  8.255
C  -6.949  -16.564  8.203
C  -6.436  -17.790  7.705
C  -5.126  -17.797  7.255
C  -4.379  -16.610  7.280
C  -4.884  -15.412  7.768
C  -5.978  -12.676  9.411
C  -5.638  -12.137  10.681
C  -4.611  -11.246  10.807
C  -3.898  -10.849  9.675
C  -4.276  -11.271  8.395
C  -5.340  -12.168  8.213
H  -8.754  -15.965  13.422
H  -6.506  -16.706  14.341
H  -4.444  -16.338  12.815
H  -4.668  -15.034  10.796
H  -7.970  -16.491  8.597
H  -7.045  -18.732  7.836
H  -4.711  -18.774  6.938
H  -3.332  -16.581  6.940
H  -4.179  -14.579  7.752
H  -6.140  -12.576  11.545
H  -4.364  -10.881  11.822
H  -3.116  -10.113  9.800
H  -3.656  -10.967  7.560
H  -5.769  -12.460  7.267

These are the Löwdin partial charges, in e, on atoms 1 to 2: atom 1 (Sn): 1.43, atom 2 (C): -0.18

=====

Record 3
Molecular formula: C29H35BrN2O6
Method: DFT, ωB97M-V with the def2-TZVPD basis set

Its SMILES is CCO[C@H]1OC(C(=O)N2CCN(Cc3ccc4c(c3)OCO4)CC2)=C[C@@H](c2ccc(Br)cc2)[C@@H]1CCCO. For the relative energy (zero: lowest compared OMol25 entry of this formula, charge and spin), the calculation gives 20.2 kJ/mol. The largest force on an atom comes out at 1.36 eV Å⁻¹. Its LUMO energy is 0.665 eV. The HOMO energy is -0.29110 hartree. The calculation puts the HOMO-LUMO gap at 0.316 Eh. As for the net charge: 0.

Geometry (Å):
C  0.370  -1.449  3.639
C  -1.011  -1.439  3.007
H  -1.525  -0.491  3.213
H  -1.629  -2.256  3.410
O  -0.857  -1.622  1.607
C  -2.019  -1.452  0.853
C  -1.853  -2.208  -0.471
C  -3.174  -2.254  -1.249
H  -2.963  -2.571  -2.273
H  -3.599  -1.249  -1.298
C  -4.193  -3.216  -0.647
C  -5.462  -3.287  -1.493
O  -6.353  -4.189  -0.875
H  -7.165  -4.235  -1.390
H  -5.913  -2.287  -1.566
H  -5.213  -3.627  -2.509
H  -3.770  -4.219  -0.578
H  -4.480  -2.906  0.358
H  -1.542  -3.225  -0.214
C  -0.745  -1.529  -1.303
C  -0.999  -0.055  -1.316
C  -1.706  0.556  -0.369
O  -2.318  -0.080  0.681
C  -1.932  2.040  -0.457
O  -2.369  2.530  -1.485
N  -1.579  2.787  0.610
C  -0.836  2.319  1.753
H  -1.276  2.777  2.645
C  0.648  2.733  1.612
N  0.834  3.918  0.790
C  -0.274  4.830  0.971
C  -1.624  4.235  0.508
H  -2.443  4.622  1.125
H  -1.833  4.478  -0.536
H  -0.070  5.752  0.423
H  -0.316  5.072  2.037
C  1.148  3.670  -0.614
C  2.344  2.769  -0.777
C  3.462  2.931  0.028
C  4.574  2.100  -0.080
C  4.524  1.106  -1.027
C  3.409  0.944  -1.850
C  2.312  1.761  -1.745
H  1.459  1.626  -2.389
O  3.615  -0.117  -2.692
C  4.902  -0.609  -2.383
O  5.456  0.151  -1.332
H  5.549  -0.534  -3.272
H  4.830  -1.665  -2.080
H  5.438  2.224  0.551
H  3.456  3.718  0.765
H  1.380  4.650  -1.050
H  0.306  3.248  -1.181
H  1.234  1.922  1.181
H  1.054  2.947  2.608
H  -0.919  1.240  1.845
H  -0.577  0.529  -2.116
C  0.633  -1.873  -0.779
C  1.386  -0.967  -0.046
C  2.630  -1.308  0.450
C  3.129  -2.572  0.196
C  2.407  -3.491  -0.543
C  1.161  -3.135  -1.024
H  0.595  -3.852  -1.602
H  2.812  -4.473  -0.738
Br  4.848  -3.053  0.870
H  3.206  -0.597  1.024
H  0.996  0.020  0.142
H  -0.809  -1.908  -2.330
H  -2.886  -1.843  1.411
H  0.962  -0.621  3.258
H  0.878  -2.377  3.393
H  0.283  -1.362  4.718

These are the Löwdin partial charges, in e, on atoms 1 to 2: atom 1 (C): -0.05, atom 2 (C): -0.24

=====

Record 4
Molecular formula: C29H35Cl2KN2O2P
Method: DFT, ωB97M-V with the def2-TZVPD basis set

For the relative energy (zero: lowest compared OMol25 entry of this formula, charge and spin), the calculation gives 1.9 kJ/mol. The largest force on an atom comes out at 0.22 eV Å⁻¹. Its LUMO energy is 2.219 eV. The HOMO energy is -0.13753 hartree. The calculation puts the HOMO-LUMO gap at 0.219 Eh. As for the net charge: -1.

Geometry (Å):
K  -0.102  0.304  0.830
O  0.857  -1.961  0.610
C  1.343  -2.639  -0.367
C  1.217  -4.059  -0.374
C  1.713  -4.853  -1.384
C  2.386  -4.284  -2.465
C  2.524  -2.908  -2.490
C  2.016  -2.061  -1.499
C  2.204  -0.630  -1.756
N  1.682  0.354  -1.132
N  2.022  1.589  -1.675
C  1.394  2.592  -1.097
O  0.543  2.576  -0.158
C  1.742  3.941  -1.688
C  2.671  4.091  -2.716
C  2.954  5.347  -3.232
C  2.312  6.473  -2.730
C  1.385  6.331  -1.707
C  1.104  5.073  -1.191
H  0.697  -4.500  0.470
H  1.579  -5.929  -1.334
H  2.786  -4.896  -3.263
H  3.036  -2.443  -3.329
H  2.838  -0.398  -2.620
H  3.158  3.203  -3.095
H  3.678  5.450  -4.031
H  2.533  7.454  -3.135
H  0.880  7.204  -1.309
H  0.387  4.935  -0.393
Cl  -1.660  -1.362  3.299
C  0.065  -1.753  3.489
Cl  0.979  -0.337  4.055
H  0.455  -2.051  2.511
H  0.151  -2.525  4.243
C  -1.154  -3.037  -3.117
C  -1.863  -1.746  -3.548
C  -0.963  -1.019  -4.551
C  -3.182  -2.138  -4.214
P  -1.973  -0.692  -1.988
C  -3.213  -1.652  -1.020
C  -2.662  -2.467  -0.028
C  -3.467  -3.281  0.760
C  -4.842  -3.277  0.586
C  -5.408  -2.459  -0.383
C  -4.601  -1.661  -1.180
C  -2.764  0.975  -2.383
C  -3.260  1.536  -1.043
C  -1.612  1.881  -2.848
C  -3.883  1.060  -3.422
H  -0.982  -3.660  -4.000
H  -1.760  -3.614  -2.416
H  -0.189  -2.838  -2.651
H  -0.687  -1.710  -5.354
H  -0.044  -0.665  -4.077
H  -1.468  -0.165  -5.008
H  -2.965  -2.788  -5.070
H  -3.746  -1.284  -4.584
H  -3.819  -2.702  -3.531
H  -1.585  -2.465  0.124
H  -3.014  -3.907  1.518
H  -5.473  -3.902  1.206
H  -6.483  -2.446  -0.523
H  -5.064  -1.044  -1.937
H  -2.436  1.633  -0.332
H  -4.048  0.930  -0.594
H  -3.652  2.545  -1.202
H  -0.793  1.884  -2.129
H  -1.979  2.908  -2.942
H  -1.214  1.580  -3.816
H  -4.747  0.438  -3.190
H  -3.521  0.788  -4.414
H  -4.230  2.097  -3.479

These are the Löwdin partial charges, in e, on atoms 1 to 2: atom 1 (K): 0.65, atom 2 (O): -0.27

=====

Q: largest force on an atom of number 1 (C29H34O6)?
A: 2.71 eV Å⁻¹

=====

Q: Which formula does entry 4 have?
A: C29H35Cl2KN2O2P

=====

What did the third record say?
Molecular formula: C29H35BrN2O6
Method: DFT, ωB97M-V with the def2-TZVPD basis set

Its SMILES is CCO[C@H]1OC(C(=O)N2CCN(Cc3ccc4c(c3)OCO4)CC2)=C[C@@H](c2ccc(Br)cc2)[C@@H]1CCCO. For the relative energy (zero: lowest compared OMol25 entry of this formula, charge and spin), the calculation gives 20.2 kJ/mol. The largest force on an atom comes out at 1.36 eV Å⁻¹. Its LUMO energy is 0.665 eV. The HOMO energy is -0.29110 hartree. The calculation puts the HOMO-LUMO gap at 0.316 Eh. As for the net charge: 0.

Geometry (Å):
C  0.370  -1.449  3.639
C  -1.011  -1.439  3.007
H  -1.525  -0.491  3.213
H  -1.629  -2.256  3.410
O  -0.857  -1.622  1.607
C  -2.019  -1.452  0.853
C  -1.853  -2.208  -0.471
C  -3.174  -2.254  -1.249
H  -2.963  -2.571  -2.273
H  -3.599  -1.249  -1.298
C  -4.193  -3.216  -0.647
C  -5.462  -3.287  -1.493
O  -6.353  -4.189  -0.875
H  -7.165  -4.235  -1.390
H  -5.913  -2.287  -1.566
H  -5.213  -3.627  -2.509
H  -3.770  -4.219  -0.578
H  -4.480  -2.906  0.358
H  -1.542  -3.225  -0.214
C  -0.745  -1.529  -1.303
C  -0.999  -0.055  -1.316
C  -1.706  0.556  -0.369
O  -2.318  -0.080  0.681
C  -1.932  2.040  -0.457
O  -2.369  2.530  -1.485
N  -1.579  2.787  0.610
C  -0.836  2.319  1.753
H  -1.276  2.777  2.645
C  0.648  2.733  1.612
N  0.834  3.918  0.790
C  -0.274  4.830  0.971
C  -1.624  4.235  0.508
H  -2.443  4.622  1.125
H  -1.833  4.478  -0.536
H  -0.070  5.752  0.423
H  -0.316  5.072  2.037
C  1.148  3.670  -0.614
C  2.344  2.769  -0.777
C  3.462  2.931  0.028
C  4.574  2.100  -0.080
C  4.524  1.106  -1.027
C  3.409  0.944  -1.850
C  2.312  1.761  -1.745
H  1.459  1.626  -2.389
O  3.615  -0.117  -2.692
C  4.902  -0.609  -2.383
O  5.456  0.151  -1.332
H  5.549  -0.534  -3.272
H  4.830  -1.665  -2.080
H  5.438  2.224  0.551
H  3.456  3.718  0.765
H  1.380  4.650  -1.050
H  0.306  3.248  -1.181
H  1.234  1.922  1.181
H  1.054  2.947  2.608
H  -0.919  1.240  1.845
H  -0.577  0.529  -2.116
C  0.633  -1.873  -0.779
C  1.386  -0.967  -0.046
C  2.630  -1.308  0.450
C  3.129  -2.572  0.196
C  2.407  -3.491  -0.543
C  1.161  -3.135  -1.024
H  0.595  -3.852  -1.602
H  2.812  -4.473  -0.738
Br  4.848  -3.053  0.870
H  3.206  -0.597  1.024
H  0.996  0.020  0.142
H  -0.809  -1.908  -2.330
H  -2.886  -1.843  1.411
H  0.962  -0.621  3.258
H  0.878  -2.377  3.393
H  0.283  -1.362  4.718

These are the Löwdin partial charges, in e, on atoms 1 to 2: atom 1 (C): -0.05, atom 2 (C): -0.24